1.
A cluster of 2 separate species, C6H12O in total at a distorted geometry. Source: the OMol25 dataset; level of theory: ωB97M-V/def2-TZVPD.

Last column: Löwdin charge in e.
Positions of all 19 atoms, in Å:
C: 0.829 -0.230 1.648  -0.136
C: -0.050 0.770 0.879  -0.289
C: 1.171 1.441 0.901  0.045
C: -0.422 0.906 -1.569  0.019
C: -0.732 0.413 -0.347  -0.409
C: -1.989 -0.441 -0.224  -0.057
H: 0.191 -1.142 1.769  0.127
H: 1.025 0.001 2.700  0.100
H: 1.725 -0.710 1.210  0.087
H: 1.321 2.208 1.654  0.101
H: 1.904 1.491 0.101  0.096
H: -1.027 0.805 -2.463  0.062
H: 0.501 1.455 -1.749  0.055
H: -1.799 -1.412 0.242  0.075
H: -2.242 -0.752 -1.242  0.073
H: -2.758 0.148 0.268  0.080
H: 0.916 -2.237 -1.894  0.029
H: 0.648 -1.045 -1.125  0.008
O: 0.837 -2.000 -0.975  -0.067

Calculated values
total charge = 0
Kohn-Sham gap = 0.263 hartree
HOMO level = -7.29 eV
relative energy (zero: lowest compared OMol25 entry of this formula, charge and spin) = 127.89 kcal/mol



2.
The molecule C6H12O. Source: the OMol25 dataset; level of theory: ωB97M-V/def2-TZVPD.

Last column: Löwdin charge in e.
Positions of all 19 atoms, in Å:
C: 1.170 1.321 0.940  -0.074
C: 0.026 1.200 -0.152  -0.179
C: -0.406 -0.257 -0.244  -0.428
C: 0.789 -1.159 -0.620  -0.187
O: 1.982 -0.460 -0.928  -0.097
C: -1.754 -0.781 -0.691  -0.085
C: -1.415 -0.718 0.771  -0.102
H: 1.978 0.573 0.945  0.078
H: 0.658 1.185 1.894  0.074
H: 1.680 2.291 0.935  0.075
H: -0.793 1.831 0.207  0.112
H: 0.213 1.582 -1.174  0.118
H: 0.544 -1.737 -1.515  0.114
H: 1.003 -1.853 0.201  0.124
H: 1.751 0.469 -1.006  0.043
H: -1.740 -1.778 -1.136  0.103
H: -2.539 -0.148 -1.096  0.102
H: -1.232 -1.630 1.331  0.104
H: -1.914 0.068 1.338  0.105

Calculated values
total charge = 0
Kohn-Sham gap = 0.388 hartree
structure (SMILES) = CCC1(CO)CC1
HOMO level = -9.55 eV
relative energy (zero: lowest compared OMol25 entry of this formula, charge and spin) = 44.35 kcal/mol



3.
The molecule C6H12O at a distorted geometry. Source: the OMol25 dataset; level of theory: ωB97M-V/def2-TZVPD.

Last column: Löwdin charge in e.
Positions of all 19 atoms, in Å:
C: -2.738 0.208 -0.310  -0.119
C: -1.372 0.564 0.262  -0.264
C: -0.379 -0.588 0.185  -0.217
C: 0.959 -0.298 0.694  -0.255
C: 2.212 -0.993 0.301  -0.102
C: 2.076 0.403 -0.164  -0.348
O: 1.768 0.641 -1.492  -0.022
H: -2.661 -0.089 -1.363  0.074
H: -3.185 -0.630 0.236  0.073
H: -3.436 1.050 -0.257  0.069
H: -1.478 0.887 1.306  0.112
H: -0.967 1.432 -0.278  0.105
H: -0.251 -0.903 -0.859  0.127
H: -0.772 -1.455 0.732  0.126
H: 1.229 0.274 1.755  0.189
H: 2.067 -1.738 -0.474  0.116
H: 2.990 -1.221 1.020  0.104
H: 2.822 1.103 0.216  0.138
H: 1.114 1.353 -1.509  0.093

Calculated values
total charge = 0
Kohn-Sham gap = 0.374 hartree
structure (SMILES) = CCC[C@H]1C[C@H]1O
HOMO level = -9.19 eV
relative energy (zero: lowest compared OMol25 entry of this formula, charge and spin) = 43.89 kcal/mol



4.
A structure of composition C6H12O. Source: the OMol25 dataset; level of theory: ωB97M-V/def2-TZVPD.

Last column: Löwdin charge in e.
Positions of all 19 atoms, in Å:
C: -1.636 0.768 -1.873  -0.131
C: -0.909 1.049 -0.561  -0.273
C: -0.393 -0.116 0.307  -0.140
C: 0.872 0.124 1.011  -0.274
C: 1.226 -1.228 0.546  -0.157
O: 1.429 -1.787 1.792  -0.042
C: 0.947 -0.564 2.385  -0.104
H: -0.954 0.357 -2.625  0.049
H: -2.456 0.057 -1.724  0.071
H: -2.063 1.693 -2.287  0.070
H: -1.612 1.611 0.086  0.111
H: -0.098 1.764 -0.761  0.100
H: 0.884 -0.573 -1.816  0.063
H: -1.176 -0.666 0.814  0.106
H: 1.447 1.024 0.804  0.146
H: 1.618 -0.693 -1.754  0.087
H: 1.301 -1.903 -0.278  0.076
H: -0.032 -0.794 2.802  0.122
H: 1.603 -0.122 3.134  0.121

Calculated values
total charge = 0
Kohn-Sham gap = 0.306 hartree
HOMO level = -7.20 eV
relative energy (zero: lowest compared OMol25 entry of this formula, charge and spin) = 132.73 kcal/mol



5.
A structure of composition C6H12O at a distorted geometry. Source: the OMol25 dataset; level of theory: ωB97M-V/def2-TZVPD.

Last column: Löwdin charge in e.
Positions of all 19 atoms, in Å:
C: -0.940 -1.481 1.460  -0.098
C: 0.388 -1.217 0.747  -0.236
C: -0.441 1.773 -0.572  0.028
C: 0.882 1.717 -0.965  -0.209
C: 1.607 0.820 -0.223  -0.106
C: 0.770 0.251 0.836  -0.199
H: -1.775 -1.023 0.930  0.073
H: -0.952 -1.061 2.474  0.074
H: -1.131 -2.549 1.541  0.070
H: 0.303 -1.477 -0.293  0.086
H: 1.187 -1.802 1.198  0.113
H: -1.016 2.695 -0.589  0.052
H: -0.290 0.896 0.467  0.079
H: 1.321 2.372 -1.717  0.109
H: 2.640 0.564 -0.443  0.103
H: 0.925 0.627 1.849  0.134
H: -0.853 0.170 -1.749  -0.022
H: -1.521 -0.551 -2.899  0.029
O: -1.102 -0.725 -2.054  -0.080

Calculated values
total charge = 0
Kohn-Sham gap = 0.250 hartree
HOMO level = -7.43 eV
relative energy (zero: lowest compared OMol25 entry of this formula, charge and spin) = 121.32 kcal/mol



6.
The molecule C6H12O. Source: the OMol25 dataset; level of theory: ωB97M-V/def2-TZVPD.

Last column: Löwdin charge in e.
Positions of all 19 atoms, in Å:
C: 0.010 0.348 2.044  -0.085
C: 0.203 0.487 0.531  -0.402
C: -0.387 1.809 0.042  -0.073
C: -0.388 -0.735 -0.168  -0.212
C: -0.716 -0.790 -1.638  -0.059
C: 0.451 -1.556 -1.120  -0.334
O: 1.698 -1.058 -1.511  -0.018
H: 0.339 -0.633 2.407  0.078
H: 0.565 1.117 2.593  0.076
H: -1.052 0.455 2.300  0.082
H: 1.281 0.510 0.321  0.126
H: 0.068 2.656 0.567  0.078
H: -1.467 1.841 0.221  0.086
H: -0.222 1.955 -1.030  0.071
H: -1.059 -1.318 0.462  0.136
H: -1.607 -1.330 -1.943  0.104
H: -0.479 0.073 -2.251  0.107
H: 0.393 -2.645 -1.074  0.141
H: 2.314 -1.187 -0.777  0.098

Calculated values
total charge = 0
Kohn-Sham gap = 0.392 hartree
structure (SMILES) = CC(C)[C@H]1C[C@H]1O
HOMO level = -9.72 eV
relative energy (zero: lowest compared OMol25 entry of this formula, charge and spin) = 28.21 kcal/mol



7.
The molecule C6H12O. Source: the OMol25 dataset; level of theory: ωB97M-V/def2-TZVPD.

Last column: Löwdin charge in e.
Positions of all 19 atoms, in Å:
C: 1.582 1.158 0.145  -0.075
C: 0.707 -0.096 0.191  -0.417
C: 1.452 -1.296 -0.397  -0.075
C: -0.605 0.129 -0.537  -0.230
C: -1.737 -0.852 -0.354  -0.060
C: -1.859 0.525 0.204  -0.337
O: -1.853 0.614 1.600  -0.013
H: 1.064 2.030 0.560  0.075
H: 2.510 1.014 0.712  0.077
H: 1.861 1.397 -0.890  0.081
H: 0.464 -0.313 1.240  0.136
H: 2.379 -1.498 0.151  0.077
H: 1.717 -1.109 -1.446  0.083
H: 0.832 -2.198 -0.367  0.074
H: -0.498 0.560 -1.534  0.144
H: -2.348 -1.136 -1.205  0.104
H: -1.579 -1.638 0.381  0.117
H: -2.545 1.212 -0.292  0.142
H: -1.544 1.498 1.836  0.099

Calculated values
total charge = 0
Kohn-Sham gap = 0.387 hartree
structure (SMILES) = CC(C)[C@H]1C[C@H]1O
HOMO level = -9.60 eV
relative energy (zero: lowest compared OMol25 entry of this formula, charge and spin) = 25.51 kcal/mol



8.
A cluster of 2 separate species, C6H12O in total. Source: the OMol25 dataset; level of theory: ωB97M-V/def2-TZVPD.

Last column: Löwdin charge in e.
Positions of all 19 atoms, in Å:
C: 1.653 -1.787 0.309  -0.104
C: 0.533 -1.284 -0.609  -0.228
C: 0.152 0.129 -0.291  -0.290
C: 0.506 1.232 -0.948  -0.103
O: 0.122 2.412 -0.381  -0.083
C: -0.757 2.065 0.705  -0.157
C: -0.562 0.562 0.973  -0.128
H: 1.334 -1.789 1.357  0.069
H: 1.960 -2.806 0.049  0.069
H: 2.527 -1.132 0.228  0.077
H: 0.856 -1.349 -1.655  0.111
H: -0.344 -1.940 -0.513  0.100
H: 1.079 1.334 -1.863  0.134
H: -0.512 2.707 1.555  0.119
H: -1.782 2.280 0.381  0.119
H: 0.049 0.368 1.866  0.113
H: -1.522 0.051 1.118  0.099
H: -2.903 -0.781 -1.052  0.050
H: -2.358 -0.299 -1.214  0.033

Calculated values
total charge = 0
Kohn-Sham gap = 0.339 hartree
structure (SMILES) = CCC1=COCC1.[H][H]
HOMO level = -8.15 eV
relative energy (zero: lowest compared OMol25 entry of this formula, charge and spin) = 43.16 kcal/mol



9.
The molecule C6H12O. Source: the OMol25 dataset; level of theory: ωB97M-V/def2-TZVPD.

Last column: Löwdin charge in e.
Positions of all 19 atoms, in Å:
C: 0.273 1.837 0.928  -0.076
C: -0.094 0.421 1.389  -0.292
C: 1.084 -0.502 1.409  -0.086
C: -0.014 -0.729 0.399  -0.202
C: -0.030 -0.359 -1.085  -0.405
C: -0.666 -1.425 -1.965  -0.056
O: -0.836 0.802 -1.285  -0.071
H: 0.925 1.799 0.047  0.084
H: 0.830 2.333 1.728  0.080
H: -0.565 2.483 0.641  0.077
H: -0.844 0.314 2.174  0.133
H: 2.014 -0.034 1.096  0.108
H: 1.194 -1.220 2.220  0.103
H: -0.600 -1.619 0.632  0.137
H: 0.982 -0.117 -1.438  0.145
H: -0.105 -2.363 -2.023  0.081
H: -0.776 -1.003 -2.969  0.080
H: -1.675 -1.627 -1.583  0.084
H: -1.358 0.892 -0.481  0.076

Calculated values
total charge = 0
Kohn-Sham gap = 0.404 hartree
structure (SMILES) = C[C@@H]1C[C@@H]1[C@@H](C)O
HOMO level = -9.89 eV
relative energy (zero: lowest compared OMol25 entry of this formula, charge and spin) = 33.51 kcal/mol



10.
The molecule C6H12O. Source: the OMol25 dataset; level of theory: ωB97M-V/def2-TZVPD.

Last column: Löwdin charge in e.
Positions of all 19 atoms, in Å:
C: 0.158 -0.293 1.850  -0.038
C: -0.768 0.219 0.752  -0.365
O: -1.633 -0.821 0.309  -0.115
C: -1.108 -1.432 -0.868  -0.188
C: 0.144 -0.638 -1.263  -0.137
C: -0.059 0.692 -0.529  -0.332
C: 1.205 1.519 -0.339  -0.068
H: 0.852 -1.053 1.471  0.084
H: 0.746 0.518 2.297  0.080
H: -0.445 -0.755 2.636  0.083
H: -1.411 1.007 1.167  0.149
H: -0.887 -2.489 -0.671  0.117
H: -1.878 -1.390 -1.649  0.117
H: 1.057 -1.131 -0.905  0.112
H: 0.240 -0.516 -2.347  0.117
H: -0.793 1.283 -1.093  0.146
H: 1.629 1.802 -1.309  0.079
H: 0.998 2.441 0.216  0.082
H: 1.973 0.959 0.208  0.076

Calculated values
total charge = 0
Kohn-Sham gap = 0.388 hartree
structure (SMILES) = C[C@@H]1OCC[C@@H]1C
HOMO level = -9.47 eV
relative energy (zero: lowest compared OMol25 entry of this formula, charge and spin) = 8.44 kcal/mol



11.
A cluster of 2 separate species, C6H12O in total at a distorted geometry. Source: the OMol25 dataset; level of theory: ωB97M-V/def2-TZVPD.

Last column: Löwdin charge in e.
Positions of all 19 atoms, in Å:
C: 1.231 0.008 -1.413  -0.008
C: 0.824 0.149 0.012  -0.225
C: -0.261 0.904 0.443  0.017
C: -1.265 1.405 -0.405  -0.075
C: -2.530 1.705 0.021  0.184
C: 1.816 -0.329 0.997  -0.014
H: 1.911 0.809 -1.713  0.128
H: 1.820 -0.903 -1.517  0.103
H: 0.372 -0.063 -2.071  0.090
H: -0.362 1.161 1.484  0.138
H: -1.101 1.335 -1.476  0.120
H: -2.863 1.472 1.023  0.099
H: -3.269 2.156 -0.619  0.093
H: 1.896 -1.422 0.916  0.098
H: 2.822 0.057 0.849  0.123
H: 1.456 -0.279 2.021  0.104
H: 0.608 -2.504 -0.014  0.000
H: -0.803 -2.845 -0.316  0.064
O: -0.175 -2.845 0.433  -0.038

Calculated values
total charge = +1
Kohn-Sham gap (alpha / beta) = 0.343 / 0.276 hartree
spin multiplicity = 2
⟨S²⟩ = 0.78
HOMO level (alpha / beta) = -14.38 / -15.17 eV
relative energy (zero: lowest compared OMol25 entry of this formula, charge and spin) = 8.98 kcal/mol



12.
A cluster of 2 separate species, C6H12O2 in total. Source: the OMol25 dataset; level of theory: ωB97M-V/def2-TZVPD.

Last column: Löwdin charge in e.
Positions of all 20 atoms, in Å:
C: -3.289 0.464 -0.584  0.002
C: -2.142 0.065 -0.061  -0.172
C: -1.441 0.772 1.061  -0.284
O: -1.086 -0.110 2.107  -0.071
H: -3.768 -0.060 -1.396  0.048
H: -3.770 1.341 -0.164  0.057
H: -1.624 -0.824 -0.413  0.094
H: -0.555 1.281 0.675  0.107
H: -2.078 1.547 1.477  0.113
H: -0.285 -0.574 1.831  0.037
C: 2.212 1.000 -1.312  0.021
C: 1.585 -0.106 -0.989  -0.174
C: 2.174 -1.160 -0.122  -0.243
O: 1.383 -1.263 1.074  -0.082
H: 1.801 1.759 -1.957  0.058
H: 3.210 1.213 -0.944  0.064
H: 0.582 -0.291 -1.360  0.097
H: 2.162 -2.122 -0.634  0.118
H: 3.204 -0.918 0.140  0.115
H: 1.725 -2.013 1.570  0.095

Calculated values
total charge = 0
Kohn-Sham gap = 0.378 hartree
structure (SMILES) = C=CCO.C=CCO
HOMO level = -9.62 eV
relative energy (zero: lowest compared OMol25 entry of this formula, charge and spin) = 62.49 kcal/mol



What is the formula in the second record?
C6H12O